63
Properties=species:S:1:pos:R:3:lowdin_charge:R:1 method="wB97M-V/def2-TZVPD" multiplicity=1 e_tot_ev=-204028.8408 e_above_lowest_ev=1.5810 homo_lumo_gap_ev="5.7 / 5.7" total_charge=+1
V 0.6653 0.0529 -0.8089 0.5046
S 0.4084 -1.5513 -2.7586 0.7756
C 0.8956 -2.4936 -1.4340 -1.0809
N 1.0277 -1.8120 -0.3033 -0.2192
C 1.4628 -2.5762 0.7459 -0.2814
C 1.7843 -2.0712 1.9988 -0.2689
C 2.1910 -2.9621 2.9709 0.0145
C 2.2990 -4.3232 2.6626 -0.0496
C 2.0375 -4.8242 1.3975 -0.0582
C 1.6174 -3.9201 0.4295 -0.4109
S 1.2570 -4.1653 -1.2711 1.1465
H 1.5903 -0.4398 3.0326 0.0897
H 2.4425 -2.6050 3.9605 0.1262
H 2.6237 -5.0035 3.4368 0.1174
H 2.1589 -5.8742 1.1788 0.1190
O 1.7131 -0.7057 2.1133 -0.0413
S 3.7140 -0.2580 -0.3540 0.9603
O 4.7647 -0.6334 -1.2724 -0.3768
O 2.4013 0.3022 -1.2605 -0.5975
C 4.1009 1.3742 0.2640 -0.3323
C 5.4543 1.6411 0.4167 -0.0480
C 5.8624 2.8508 0.9572 -0.0324
C 4.9157 3.7855 1.3430 -0.0341
C 3.5664 3.5165 1.1777 -0.0720
C 3.1354 2.3009 0.6448 -0.3110
P 1.3343 2.2516 0.3164 1.1170
C 1.1627 3.5804 -0.8956 -0.3500
C 0.5446 4.7899 -0.5999 -0.0946
C 0.4814 5.7862 -1.5649 -0.0697
C 1.0383 5.5808 -2.8153 -0.0461
C 1.6743 4.3770 -3.1051 -0.0482
C 1.7390 3.3784 -2.1537 -0.0897
C 0.5617 2.7017 1.8793 -0.3892
C -0.7245 3.2399 1.9183 -0.1683
C -1.3312 3.4986 3.1376 -0.0569
C -0.6667 3.2175 4.3205 -0.0552
C 0.6113 2.6745 4.2895 -0.0675
C 1.2253 2.4143 3.0772 -0.1137
H 6.1774 0.9060 0.0916 0.1171
H 6.9158 3.0654 1.0678 0.1206
H 5.2232 4.7345 1.7593 0.1198
H 2.8439 4.2755 1.4525 0.1208
H 0.1171 4.9835 0.3733 0.0985
H -0.0150 6.7176 -1.3314 0.1163
H 0.9825 6.3559 -3.5664 0.1157
H 2.1200 4.2166 -4.0770 0.1162
H 2.2379 2.4478 -2.3931 0.1016
H -1.2695 3.4584 1.0087 0.0575
H -2.3278 3.9171 3.1545 0.1230
H -1.1433 3.4228 5.2689 0.1176
H 1.1331 2.4587 5.2118 0.1155
H 2.2259 2.0020 3.0645 0.1071
N -0.4387 1.1407 -1.8423 -0.0290
C -1.2721 1.8637 -2.2659 -0.1342
C -2.1780 2.7395 -2.7327 -0.2100
C -2.8797 2.4801 -3.9388 -0.1745
N -3.4475 2.2697 -4.9143 0.1934
C -2.3641 3.9156 -1.9569 -0.1976
N -2.5250 4.8413 -1.2946 0.2110
Cl -2.0959 -1.8377 0.0617 0.2333
Ge -1.2693 -0.0080 0.8622 -0.1893
Cl -2.8847 1.3732 0.4712 0.2634
Cl -1.2344 -0.2032 2.9837 0.2791

---

66
Properties=species:S:1:pos:R:3:lowdin_charge:R:1 method="wB97M-V/def2-TZVPD" multiplicity=3 e_tot_ev=-138568.9363 e_above_lowest_ev=0.0000 homo_lumo_gap_ev="7.6 / 7.8"
V 0.3526 1.5552 -0.3908 1.0321
Cl 0.2763 1.9054 4.4763 0.7247
C 1.6533 1.9248 3.4381 -0.5742
C 2.9392 2.0193 4.0125 -0.1070
C 4.0523 2.0233 3.2285 -0.5950
Cl 5.6206 2.1463 3.9622 0.7013
C 3.9483 1.9217 1.8170 -0.1533
C 5.0286 1.8903 0.9121 0.0058
C 4.7885 1.7589 -0.4279 -0.0165
C 3.4651 1.6484 -0.8801 -0.0721
N 2.4414 1.6846 -0.0601 0.0480
C 2.6570 1.8316 1.2753 -0.1352
C 1.4845 1.8461 2.0804 -0.3569
O 0.3068 1.7458 1.4749 -0.1825
H 3.0276 2.0870 5.0875 0.1089
H 6.0389 1.9636 1.2908 0.0984
H 5.5973 1.7258 -1.1432 0.1126
H 3.2407 1.5185 -1.9324 0.1272
O -3.1381 6.1872 -0.3359 0.1336
C -3.8738 5.1218 -0.0725 -0.5024
O -5.0393 5.2005 0.2189 0.0846
C -3.2090 3.7861 -0.1766 -0.0254
C -3.8562 2.5742 0.0195 -0.5658
Cl -5.4617 2.2161 0.4126 0.8381
N -2.9603 1.5783 -0.1389 -0.0561
N -1.7584 2.0798 -0.4480 0.0848
C -1.8844 3.3997 -0.4585 -0.1013
C -0.6356 4.1779 -0.7733 -0.5120
O -0.6783 5.3945 -0.8817 0.0937
O 0.4160 3.4534 -0.9229 -0.0841
C -3.1582 0.1646 -0.0303 -0.2231
C -2.6473 -0.4905 1.0760 0.0078
C -2.8621 -1.8554 1.1880 -0.0684
C -3.5480 -2.5418 0.1972 -0.0687
C -4.0422 -1.8667 -0.9107 -0.0631
C -3.8536 -0.4989 -1.0270 -0.0164
H -2.1944 5.9586 -0.5692 0.0681
H -2.0983 0.0632 1.8285 0.1266
H -2.4969 -2.3854 2.0546 0.1038
H -3.6977 -3.6099 0.2897 0.1072
H -4.5785 -2.4032 -1.6819 0.1080
H -4.2378 0.0527 -1.8754 0.1229
N -0.7668 -6.9717 -0.0841 0.1042
C -0.1841 -5.7192 -0.0250 -0.3166
C 0.6376 -5.2669 -1.0630 -0.0213
C 1.1816 -3.9988 -1.0236 -0.0679
C 0.8969 -3.1508 0.0393 -0.2865
C 0.1060 -3.5990 1.0875 -0.0662
C -0.4324 -4.8697 1.0580 -0.0279
S 1.5833 -1.5351 0.1117 0.5979
O 1.5117 -1.0959 1.4759 -0.2740
O 2.8537 -1.5846 -0.5675 -0.3145
N 0.5672 -0.5482 -0.7160 -0.1888
C 0.7614 -0.3302 -2.0458 -0.7305
S 1.4749 -1.2982 -3.2809 1.0879
C 1.2195 -0.0109 -4.4099 -0.3809
C 0.6566 1.0513 -3.7979 -0.2139
N 0.3914 0.8645 -2.4635 -0.0488
H -0.3319 -7.6410 -0.6965 0.0921
H -1.0696 -7.3677 0.7899 0.0918
H 0.8589 -5.9237 -1.8959 0.1136
H 1.8524 -3.6775 -1.8094 0.0831
H -0.0572 -2.9507 1.9376 0.1096
H -1.0431 -5.2182 1.8832 0.1141
H 1.5047 -0.1024 -5.4440 0.0665
H 0.4026 1.9911 -4.2636 0.1184

---

60
Properties=species:S:1:pos:R:3:lowdin_charge:R:1 method="wB97M-V/def2-TZVPD" multiplicity=1 e_tot_ev=-243331.6203 e_above_lowest_ev=0.2823 homo_lumo_gap_ev=7.9 total_charge=+1
Ga -0.8518 1.5433 0.1360 0.1715
Cl -2.6458 3.1960 0.1787 0.9046
C -4.0314 2.1498 0.0763 -0.5921
C -5.2791 2.7254 0.2363 -0.0914
C -6.4071 1.9327 0.1539 -0.0552
C -6.2810 0.5717 -0.0628 -0.0858
C -5.0253 0.0099 -0.2199 -0.6766
Cl -4.8944 -1.6847 -0.4920 0.7201
C -3.8571 0.7892 -0.1718 -0.6191
S -2.3124 -0.0367 -0.4639 0.7899
H -5.3569 3.7872 0.4266 0.1162
H -7.3863 2.3755 0.2677 0.1196
H -7.1478 -0.0722 -0.1098 0.1153
Cl 4.7865 4.9793 -0.5548 0.7217
C 3.7271 3.6574 -0.3098 -0.7012
C 4.2103 2.4477 0.1729 -0.7045
Cl 5.8843 2.2546 0.4928 0.7091
C 3.3320 1.3879 0.4203 -0.6040
Cl 3.9144 0.0492 1.3180 0.7456
C 1.9844 1.4873 0.0749 -0.3109
O 1.0271 0.4895 0.1811 -0.2773
C 1.4975 2.7377 -0.3350 -0.3541
O 0.1764 2.9125 -0.4480 -0.1328
C 2.3589 3.8093 -0.5190 -0.6082
Cl 1.6914 5.3259 -0.9615 0.7590
Cl -2.1393 -0.7880 5.0653 0.7484
C -1.1639 0.3587 4.2457 -0.6327
C -0.1115 1.0047 4.8814 -0.0390
C 0.6391 1.9190 4.1607 -0.0021
C 0.3209 2.1640 2.8387 -0.0666
N -0.6890 1.5285 2.2356 0.0120
C -1.4191 0.6417 2.9152 -0.1217
H 0.1126 0.7945 5.9184 0.1254
H 1.4703 2.4349 4.6192 0.1267
H 0.8720 2.8831 2.2463 0.1327
H -2.2211 0.1442 2.3824 0.1025
Ge 1.4381 -1.4688 -0.2163 1.0783
C 2.7976 -1.5260 -1.6115 -0.3183
C 2.6299 -0.9520 -2.8672 -0.1058
C 3.5620 -1.1955 -3.8653 -0.0684
C 4.6610 -2.0019 -3.6091 -0.0631
C 4.8386 -2.5664 -2.3528 -0.0650
C 3.9047 -2.3340 -1.3575 -0.1271
C -0.1846 -2.4456 -0.6820 -0.3710
C -0.6228 -2.5890 -1.9969 -0.1268
C -1.6121 -3.5086 -2.3043 -0.0684
C -2.1663 -4.2929 -1.3015 -0.0724
C -1.7454 -4.1457 0.0129 -0.0744
C -0.7572 -3.2252 0.3208 -0.1377
H 1.8070 -1.9317 1.1901 0.0065
H 1.7832 -0.3056 -3.0694 0.1058
H 3.4305 -0.7579 -4.8460 0.1107
H 5.3809 -2.1978 -4.3926 0.1116
H 5.7060 -3.1797 -2.1491 0.1117
H 4.0299 -2.7850 -0.3795 0.0970
H -0.1915 -1.9845 -2.7864 0.1012
H -1.9436 -3.6239 -3.3279 0.1130
H -2.9288 -5.0214 -1.5458 0.1128
H -2.1808 -4.7551 0.7941 0.1112
H -0.4210 -3.1166 1.3468 0.0939

---

64
Properties=species:S:1:pos:R:3:lowdin_charge:R:1 method="wB97M-V/def2-TZVPD" multiplicity=1 e_tot_ev=-88355.9680 e_above_lowest_ev=0.2365 homo_lumo_gap_ev=6.8
Sn 0.1797 -0.2421 0.0244 1.3903
Cl 6.7132 -1.4038 -2.3785 0.6512
C 5.2172 -1.6349 -1.5313 -0.6875
C 4.4172 -0.5293 -1.2814 -0.0432
C 3.2041 -0.6694 -0.6099 -0.2220
N 2.3524 0.3847 -0.2385 -0.0581
C 2.7031 1.6768 -0.3409 -0.5023
O 3.6086 2.1939 -0.9919 0.0364
C 1.8356 2.5937 0.5034 -0.2158
C 2.2250 3.9120 0.6948 0.0026
C 1.4378 4.7336 1.4815 -0.0508
C 0.2836 4.2140 2.0540 -0.0506
C -0.0336 2.8907 1.8063 -0.1299
N 0.7281 2.0954 1.0512 0.0100
C 2.7901 -1.9502 -0.1867 -0.2238
C 3.6138 -3.0428 -0.4324 -0.0397
C 4.8168 -2.8901 -1.1056 -0.6848
Cl 5.7910 -4.2938 -1.3993 0.6552
N 1.5237 -2.0304 0.4278 -0.0680
C 1.2520 -3.0049 1.3247 -0.4803
O 2.0171 -3.8433 1.7892 0.0459
C -0.1929 -3.0554 1.8019 -0.2124
C -0.4913 -3.7817 2.9504 0.0025
C -1.8156 -3.9185 3.3256 -0.0510
C -2.8022 -3.3500 2.5278 -0.0668
C -2.4090 -2.6277 1.4155 -0.1639
N -1.1328 -2.4632 1.0673 0.0245
H 4.7443 0.4474 -1.5937 0.0933
H 3.1319 4.2532 0.2154 0.1224
H 1.7123 5.7687 1.6425 0.1120
H -0.3583 4.8213 2.6780 0.1064
H -0.9324 2.4428 2.2149 0.0891
H 3.3258 -4.0227 -0.0915 0.1038
H 0.3203 -4.2315 3.5046 0.1185
H -2.0804 -4.4670 4.2211 0.1090
H -3.8525 -3.4657 2.7616 0.1056
H -3.1456 -2.1606 0.7674 0.1112
N -3.5683 2.2898 -2.4618 0.0272
C -2.6412 1.3284 -2.6031 -0.1771
N -2.4438 0.7334 -1.4524 0.0863
C -3.3056 1.3867 -0.6157 -0.3309
N -4.0055 2.3427 -1.1922 0.1220
C -3.5048 1.0148 0.8006 -0.2079
C -4.7740 1.0982 1.3717 -0.0665
N -5.0170 0.6807 2.6083 0.0921
C -3.9849 0.1970 3.2921 -0.1141
C -2.7116 0.1572 2.7474 -0.1365
N -2.4673 0.5587 1.5038 0.0761
H -3.9191 2.9454 -3.1378 0.1551
H -2.1475 1.0949 -3.5340 0.1296
H -5.6061 1.5006 0.8057 0.1151
H -4.1826 -0.1645 4.2947 0.1098
H -1.8611 -0.2033 3.3185 0.1187
I 0.1264 5.9343 -2.4785 0.8666
C 0.7714 3.9864 -2.8706 -0.7111
C 1.7624 3.7310 -3.8044 -0.1228
C 2.1360 2.4142 -4.0128 -0.0418
C 1.5055 1.4176 -3.2863 -0.1317
N 0.5490 1.6648 -2.3893 0.0281
C 0.1938 2.9332 -2.1817 -0.2527
H 2.2328 4.5368 -4.3518 0.1020
H 2.9217 2.1669 -4.7136 0.1147
H 1.7879 0.3767 -3.4083 0.1194
H -0.5726 3.1108 -1.4305 0.0914